# 1
Below is an isolated molecule of C4H5NO, with properties calculated with the ωB97M-V functional and the def2-TZVPD basis.

The energy above the lowest of the compared OMol25 structures with the same formula, charge and spin comes out at 4.0608 eV. The HOMO-LUMO gap (spin up / spin down) comes out at 8.5 / 7.6 eV. As for the spin multiplicity: 1. For the HOMO energy (spin up / spin down), the calculation gives -0.32381 / -0.29863 Ha. The calculation puts the total energy at -7762.4657 eV.

Last column: natural (NBO) charge in e.
Cartesian coordinates (Å):
C: 0.30 0.68 -1.25  -0.366
C: -0.79 0.33 -0.31  -0.524
C: 0.15 -0.34 0.61  0.259
O: 1.22 0.17 1.29  -0.636
C: -0.25 -1.62 1.14  0.195
N: -0.69 -2.56 1.66  -0.297
H: 1.55 0.89 0.73  0.489
H: 0.54 1.74 -1.37  0.190
H: 0.80 -0.02 -1.90  0.205
H: -1.47 -0.44 -0.69  0.252
H: -1.35 1.17 0.09  0.233

# 2
Below is a cluster of 18 separate species, H36O18 in total, with properties calculated with the ωB97M-V functional and the def2-TZVPD basis.

The energy above the lowest of the compared OMol25 structures with the same formula, charge and spin comes out at 5.1303 eV. The HOMO-LUMO gap comes out at 10.8 eV. As for the spin multiplicity: 1. For the HOMO energy, the calculation gives -0.40669 Ha. The calculation puts the total energy at -37437.3807 eV.

Last column: natural (NBO) charge in e.
Cartesian coordinates (Å):
O: 0.66 -2.69 4.75  -0.986
H: 0.11 -3.46 4.62  0.469
H: 1.55 -2.92 4.46  0.496
O: 3.93 -1.76 -0.77  -0.965
H: 3.59 -0.99 -0.27  0.484
H: 3.20 -2.14 -1.25  0.460
O: -4.63 2.63 -2.30  -0.969
H: -3.91 2.83 -1.70  0.482
H: -4.38 2.16 -3.09  0.491
O: 1.01 -4.73 -2.29  -0.942
H: 0.94 -4.66 -1.34  0.472
H: 0.99 -3.86 -2.70  0.471
O: 0.21 0.81 1.18  -0.959
H: 1.00 1.35 1.17  0.484
H: -0.54 1.21 1.61  0.475
O: 3.05 -3.17 3.31  -0.929
H: 2.52 -2.90 2.55  0.472
H: 3.38 -2.26 3.44  0.478
O: -2.83 -4.65 1.25  -0.929
H: -2.44 -4.00 1.85  0.481
H: -3.19 -4.04 0.61  0.444
O: -2.63 0.30 -4.31  -0.935
H: -2.97 0.07 -3.43  0.477
H: -1.86 -0.27 -4.37  0.460
O: -5.69 0.22 -0.88  -0.954
H: -5.73 1.17 -1.06  0.487
H: -4.77 0.06 -0.65  0.463
O: 1.72 5.37 -0.58  -0.936
H: 1.36 6.22 -0.84  0.471
H: 1.97 5.37 0.34  0.465
O: 0.93 0.02 -3.78  -0.951
H: -0.01 0.22 -3.84  0.466
H: 1.20 0.92 -3.56  0.484
O: 2.40 0.36 4.58  -0.961
H: 2.39 0.90 5.37  0.475
H: 1.60 -0.16 4.56  0.486
O: -2.80 -2.08 2.96  -0.938
H: -2.17 -1.98 3.67  0.470
H: -3.53 -1.86 3.56  0.471
O: 2.27 0.28 -0.54  -0.928
H: 1.96 -0.26 -1.26  0.474
H: 3.05 0.61 -1.01  0.474
O: 3.58 2.59 0.60  -0.978
H: 4.50 2.69 0.38  0.490
H: 3.31 2.11 1.37  0.489
O: 0.66 2.59 -5.07  -0.960
H: 0.92 1.76 -5.48  0.478
H: 0.50 3.23 -5.76  0.480
O: -2.52 -2.16 -1.41  -0.926
H: -3.16 -2.77 -1.01  0.458
H: -1.76 -2.62 -1.03  0.468
O: 0.27 4.63 2.36  -1.029
H: -0.40 5.13 2.81  0.518
H: 1.21 4.62 2.27  0.511

# 3
Below is the ion C6H12NO with charge -1, with properties calculated with the ωB97M-V functional and the def2-TZVPD basis.

The energy above the lowest of the compared OMol25 structures with the same formula, charge and spin comes out at 0.2031 eV. The HOMO-LUMO gap comes out at 6.2 eV. As for the spin multiplicity: 1. For the HOMO energy, the calculation gives -0.09586 Ha. As for the net charge: -1. The calculation puts the total energy at -9953.1429 eV. Its structure (SMILES) is C/C=C/C[C@H](N)C[O-].

Last column: natural (NBO) charge in e.
Cartesian coordinates (Å):
C: 1.53 -1.17 -1.64  0.003
O: 1.37 -0.47 -2.74  -0.934
C: 0.95 -0.45 -0.33  -0.071
C: -0.58 -0.53 -0.33  -0.449
C: -1.13 0.52 0.62  -0.138
C: -1.77 0.20 1.73  -0.245
C: -2.24 1.02 2.92  -0.630
N: 1.52 0.92 -0.32  -0.893
H: 1.04 -2.19 -1.64  0.064
H: 2.59 -1.35 -1.26  0.044
H: 1.29 -1.01 0.55  0.141
H: -0.86 -1.53 -0.02  0.190
H: -0.97 -0.25 -1.31  0.220
H: -0.85 1.52 0.31  0.215
H: -2.00 -0.83 1.99  0.165
H: -1.54 0.94 3.75  0.201
H: -3.19 0.59 3.26  0.191
H: -2.44 2.06 2.68  0.199
H: 1.77 1.04 -1.30  0.392
H: 2.34 0.83 0.26  0.338

# 4
Below is a cluster of 2 separate species, C4H12 in total, with properties calculated with the ωB97M-V functional and the def2-TZVPD basis.

The energy above the lowest of the compared OMol25 structures with the same formula, charge and spin comes out at 0.4839 eV. The HOMO-LUMO gap (spin up / spin down) comes out at 11.4 / 4.0 eV. As for the spin multiplicity: 2. For the HOMO energy (spin up / spin down), the calculation gives -0.55443 / -0.55415 Ha. As for the net charge: +1. The calculation puts the total energy at -4330.7481 eV.

Last column: Mulliken spin population.
Cartesian coordinates (Å):
C: 1.10 2.26 -0.60  0.000
C: -0.28 2.02 0.10  0.003
H: 1.71 2.87 0.06  0.000
H: 1.60 1.36 -0.93  0.001
H: 0.89 2.85 -1.49  0.001
H: -0.99 1.72 -0.65  0.000
H: -0.45 2.96 0.64  0.000
H: -0.25 1.26 0.87  -0.001
C: 0.00 -2.21 -0.33  0.188
C: -0.82 -2.19 0.85  0.198
H: 0.78 -1.40 -0.13  0.188
H: 0.36 -3.18 -0.63  0.001
H: -0.45 -1.62 -1.18  0.127
H: -1.84 -1.88 0.40  0.225
H: -0.76 -1.38 1.60  0.072
H: -0.93 -3.16 1.34  -0.003

# 5
Below is a cluster of 2 separate species, C5H15NO2 in total, with properties calculated with the ωB97M-V functional and the def2-TZVPD basis.

The energy above the lowest of the compared OMol25 structures with the same formula, charge and spin comes out at 2.5437 eV. The HOMO-LUMO gap comes out at 9.2 eV. As for the spin multiplicity: 1. For the HOMO energy, the calculation gives -0.31493 Ha. The calculation puts the total energy at -11011.4026 eV. Its structure (SMILES) is CN[C@@H](C)[C@H](C)O.O.

Last column: natural (NBO) charge in e.
Cartesian coordinates (Å):
C: -2.44 0.57 -0.75  -0.413
N: -1.29 0.59 0.23  -0.651
C: -0.51 -0.67 0.20  -0.074
C: 0.87 -0.65 1.04  0.095
C: 0.67 -0.22 2.44  -0.649
O: 1.71 0.33 0.37  -0.777
C: -0.25 -1.20 -1.19  -0.637
H: -3.39 0.97 -0.43  0.195
H: -2.61 -0.46 -0.99  0.196
H: -2.06 1.29 -1.58  0.191
H: -0.74 1.40 0.21  0.366
H: -1.08 -1.43 0.72  0.181
H: 1.35 -1.64 1.06  0.179
H: -0.33 -0.48 2.80  0.225
H: 0.74 0.94 2.36  0.233
H: 1.37 -0.69 3.29  0.213
H: 2.65 0.20 0.49  0.483
H: 0.07 -0.37 -1.93  0.220
H: 0.77 -1.96 -1.21  0.206
H: -1.10 -1.74 -1.71  0.219
H: 2.53 1.59 -2.19  0.465
H: 1.31 1.57 -1.30  0.481
O: 1.75 2.06 -1.94  -0.946

# 6
Below is a structure of composition C43H40N10O4OsS3Si, with properties calculated with the ωB97M-V functional and the def2-TZVPD basis.

The energy above the lowest of the compared OMol25 structures with the same formula, charge and spin comes out at 0.9169 eV. The HOMO-LUMO gap comes out at 5.6 eV. As for the spin multiplicity: 1. For the HOMO energy, the calculation gives -0.42710 Ha. As for the net charge: +2. The calculation puts the total energy at -111172.6376 eV.

Last column: Löwdin charge in e.
Cartesian coordinates (Å):
Os: -0.93 -0.38 -0.48  1.415
C: 11.40 -4.18 4.26  -0.049
O: 11.11 -3.06 3.41  -0.053
C: 9.85 -2.89 3.01  -0.276
C: 9.61 -1.77 2.20  0.016
C: 8.35 -1.52 1.73  -0.025
C: 7.29 -2.38 2.06  -0.163
C: 7.53 -3.48 2.88  -0.010
C: 8.80 -3.74 3.35  0.002
C: 5.93 -2.13 1.59  -0.231
N: 4.84 -2.72 2.04  0.201
C: 3.82 -2.16 1.32  -0.159
C: 4.30 -1.22 0.41  -0.119
N: 5.66 -1.22 0.59  0.192
C: 3.45 -0.57 -0.52  -0.052
C: 3.88 0.23 -1.60  0.047
C: 2.96 0.66 -2.51  -0.007
C: 1.62 0.28 -2.36  -0.124
N: 1.15 -0.42 -1.34  0.009
C: 2.07 -0.82 -0.40  -0.132
C: 1.57 -1.65 0.65  -0.160
N: 0.23 -1.71 0.73  -0.028
C: -0.28 -2.70 1.47  -0.067
C: 0.50 -3.55 2.26  0.014
C: 1.86 -3.38 2.28  0.057
C: 2.42 -2.42 1.43  -0.056
H: 12.45 -4.12 4.49  0.097
H: 11.19 -5.12 3.75  0.100
H: 10.82 -4.13 5.19  0.099
H: 10.44 -1.11 1.97  0.129
H: 8.19 -0.64 1.13  0.107
H: 6.71 -4.14 3.14  0.118
H: 8.96 -4.61 3.98  0.109
H: 6.35 -0.70 0.07  0.152
H: 4.93 0.46 -1.73  0.134
H: 3.25 1.25 -3.37  0.130
H: 0.94 0.57 -3.14  0.106
H: -1.35 -2.78 1.56  0.071
H: 0.00 -4.29 2.87  0.131
H: 2.52 -3.99 2.89  0.136
C: -3.40 4.71 -0.82  -0.160
Si: -4.64 3.64 -1.72  0.512
C: -5.30 4.56 -3.20  -0.173
C: -5.99 3.08 -0.59  -0.162
C: -3.68 2.14 -2.39  -0.199
C: -3.63 1.81 -3.75  -0.038
C: -2.76 0.84 -4.25  -0.029
C: -1.91 0.19 -3.40  -0.105
N: -1.95 0.46 -2.08  -0.159
C: -2.83 1.36 -1.59  -0.607
S: -2.61 1.27 0.13  0.899
H: -3.75 5.74 -0.78  0.048
H: -2.42 4.71 -1.32  0.010
H: -3.23 4.37 0.21  0.029
H: -5.68 5.53 -2.87  0.048
H: -6.13 4.03 -3.68  0.048
H: -4.53 4.74 -3.95  0.039
H: -6.62 3.92 -0.30  0.051
H: -5.58 2.63 0.32  0.010
H: -6.63 2.33 -1.07  0.049
H: -4.28 2.34 -4.44  0.112
H: -2.74 0.60 -5.31  0.120
H: -1.17 -0.52 -3.73  0.113
N: 0.07 4.64 -3.12  0.199
C: 0.98 4.50 -2.12  -0.499
O: 2.12 4.90 -2.17  0.100
C: 0.51 3.73 -0.91  -0.104
C: 0.63 4.26 0.36  0.048
C: 0.33 3.45 1.44  -0.002
C: -0.03 2.14 1.22  -0.139
N: -0.12 1.62 -0.02  -0.178
C: 0.14 2.41 -1.05  -0.115
H: 0.33 5.18 -3.93  0.126
H: -0.90 4.43 -2.97  0.089
H: 0.94 5.28 0.50  0.144
H: 0.39 3.82 2.46  0.129
H: -0.26 1.47 2.04  0.125
H: 0.05 1.98 -2.03  0.090
N: -9.08 0.26 1.30  0.143
C: -7.79 -0.18 1.36  -0.294
C: -7.45 -1.46 0.89  -0.007
C: -6.15 -1.90 0.95  -0.045
C: -5.15 -1.06 1.47  -0.320
C: -5.48 0.21 1.95  -0.081
C: -6.78 0.64 1.90  -0.031
S: -3.52 -1.62 1.51  0.612
O: -2.72 -0.80 2.38  -0.321
O: -3.55 -3.05 1.62  -0.310
N: -2.83 -1.31 -0.04  -0.287
C: -2.59 -2.36 -0.88  -0.747
S: -3.35 -3.82 -1.32  1.144
C: -2.01 -4.18 -2.35  -0.348
C: -1.08 -3.21 -2.31  -0.189
N: -1.46 -2.15 -1.50  -0.137
H: -9.81 -0.32 0.93  0.108
H: -9.34 1.16 1.65  0.107
H: -8.23 -2.11 0.50  0.122
H: -5.90 -2.90 0.63  0.112
H: -4.71 0.83 2.39  0.109
H: -7.05 1.61 2.30  0.123
H: -1.98 -5.10 -2.92  0.086
H: -0.15 -3.18 -2.86  0.122